{
  "formula": "C16H14B2Cl3F3NO",
  "method": "ωB97M-V with the def2-TZVPD basis set",
  "spin_multiplicity": 1,
  "homo_ev": -4.5,
  "total_charge": -1,
  "de_lowest_kcal_mol": 4.5,
  "e_lumo_ev": 0.013,
  "elements": ["Cl", "B", "Cl", "Cl", "O", "C", "C", "C", "C", "C", "C", "C", "H", "H", "H", "H", "H", "H", "C", "N", "C", "C", "C", "C", "C", "C", "C", "B", "F", "F", "F", "C", "H", "H", "H", "H", "H", "H", "H", "H"],
  "xyz": [[4.3461, -1.2697, -2.8954], [3.5760, 0.4220, -2.8168], [4.2130, 1.3595, -1.3288], [3.8782, 1.4023, -4.3732], [2.1093, 0.1499, -2.6698], [1.1583, 0.9914, -2.5434], [-0.1984, 0.5970, -2.7708], [-1.1576, 1.6163, -2.9447], [-2.4998, 1.2995, -3.0649], [-2.9107, -0.0385, -3.0746], [-1.9531, -1.0653, -3.0436], [-0.6011, -0.7624, -2.9170], [1.3848, 2.0536, -2.3597], [-0.8013, 2.6453, -2.9252], [-3.2411, 2.0902, -3.1449], [-3.9673, -0.2910, -3.1641], [-2.2711, -2.1107, -3.1117], [0.1484, -1.5610, -2.8767], [-1.5414, 2.4708, 2.9419], [-0.5560, 1.6933, 2.2153], [0.3329, 2.1499, 1.2602], [1.0655, 1.0577, 0.8015], [0.6606, -0.1020, 1.5468], [-0.4013, 0.3267, 2.4005], [-1.0777, -0.5273, 3.2654], [-0.6674, -1.8765, 3.2829], [0.4276, -2.3023, 2.5199], [0.8675, -3.9580, 2.6603], [1.5970, -4.2490, 1.5203], [1.5997, -3.9744, 3.8384], [-0.3569, -4.6228, 2.7402], [1.1207, -1.4308, 1.6701], [-2.1328, 1.7711, 3.5329], [-1.0450, 3.1949, 3.6127], [-2.1994, 3.0095, 2.2360], [0.3912, 3.2096, 1.0301], [1.8302, 1.0235, 0.0388], [-1.8894, -0.1474, 3.8892], [-1.2319, -2.5365, 3.9297], [1.9937, -1.7082, 1.0921]],
  "forces_ev_per_a": [[-0.25, 0.54, -0.08], [1.44, -0.11, 0.37], [-0.38, -0.12, -0.42], [-0.33, -0.17, 0.27], [-2.14, 0.95, 0.14], [1.52, -0.86, -0.68], [-0.93, -0.60, -0.44], [0.44, -0.24, 0.66], [-0.25, -0.13, -0.12], [0.60, 0.00, -0.22], [0.03, 0.06, -0.02], [0.20, 0.33, 0.40], [0.10, -0.38, 0.01], [-0.28, -0.12, 0.06], [0.15, -0.12, -0.01], [0.27, 0.11, 0.09], [0.16, 0.45, 0.06], [-0.30, 0.39, 0.08], [0.41, 0.27, -0.40], [-0.33, 0.25, 0.15], [0.17, -1.24, -0.09], [-0.20, 0.53, 0.14], [-0.69, 0.14, 0.77], [0.73, 0.14, -0.55], [0.15, -0.72, 0.00], [-0.39, 2.10, -0.16], [0.77, -1.38, -0.57], [-0.99, 3.73, -0.38], [0.50, -1.05, -0.25], [0.58, -1.19, 0.60], [-0.01, -1.15, 0.14], [-1.09, 0.62, 0.30], [-0.01, 0.32, -0.05], [-0.30, -0.22, -0.19], [0.17, -0.15, 0.37], [-0.05, -0.28, -0.07], [0.15, 0.38, 0.23], [0.17, -0.31, -0.06], [0.25, -0.31, -0.11], [-0.06, -0.45, 0.04]]
}

---

{
  "formula": "C16H14BBaF5N6S",
  "method": "ωB97M-V with the def2-TZVPD basis set",
  "spin_multiplicity": 1,
  "homo_ev": [-14.5, -14.5],
  "total_charge": 2,
  "e_lumo_ev": [-9.595, -10.087],
  "elements": ["C", "N", "N", "C", "C", "B", "N", "N", "C", "C", "C", "Ba", "N", "N", "C", "C", "C", "H", "H", "H", "H", "H", "H", "H", "H", "H", "H", "H", "C", "H", "H", "H", "F", "C", "C", "F", "C", "F", "C", "S", "C", "F", "C", "F"],
  "xyz": [[-1.4498, 3.0539, 0.0109], [-1.2801, 1.8648, -0.6023], [-1.9363, 1.9588, -1.8227], [-2.4199, 3.2043, -1.9930], [-2.1376, 3.9378, -0.8389], [-2.1059, 0.7070, -2.7307], [-0.7180, 0.1518, -3.1571], [0.1908, -0.3147, -2.2150], [1.2027, -0.8754, -2.9162], [0.9821, -0.7077, -4.2993], [-0.2431, -0.0450, -4.4032], [0.5983, 0.1852, 0.5164], [-2.8047, -0.3960, -1.8863], [-2.1974, -0.8555, -0.7295], [-3.0013, -1.7942, -0.2143], [-4.1381, -1.9524, -1.0400], [-3.9649, -1.0448, -2.0807], [-2.7525, -2.3212, 0.7114], [-4.5737, -0.8108, -2.9420], [-4.9562, -2.6318, -0.8867], [-2.7681, 0.9700, -3.6843], [-0.8086, 0.2935, -5.2609], [-2.9229, 3.4683, -2.9068], [1.6079, -1.0226, -5.1066], [-2.3984, 4.9524, -0.6510], [2.0284, -1.3805, -2.4294], [-1.0996, 3.2261, 1.0235], [1.8521, -2.1103, 0.4368], [2.7940, -1.5740, 0.6818], [3.5814, -1.9855, 0.0393], [2.8188, -0.4850, 0.4560], [3.0409, -1.7277, 1.7380], [4.9316, -1.2441, 5.0918], [3.7506, -0.7810, 4.6323], [2.5805, -1.5150, 4.8525], [2.6419, -2.7106, 5.4827], [1.3622, -1.0341, 4.3832], [0.2636, -1.8229, 4.4566], [1.2434, 0.2166, 3.7237], [-0.2808, 0.8728, 3.3249], [2.4749, 0.8353, 3.3892], [2.4717, 1.7889, 2.3782], [3.6978, 0.3973, 3.8815], [4.8423, 1.0581, 3.5862]],
  "forces_ev_per_a": [[-0.32, -0.24, -1.31], [-0.60, 0.39, 0.03], [0.68, -0.31, 0.73], [0.33, -0.19, 1.06], [0.02, -0.63, -0.32], [1.14, 0.93, -0.08], [0.56, -0.14, 0.80], [0.16, -0.43, -0.66], [-1.21, 0.87, -0.71], [-0.49, 0.21, 0.42], [0.55, -0.53, 0.67], [-2.25, 1.18, -1.62], [-2.23, -1.19, -0.45], [-0.73, -1.87, 1.87], [1.37, 1.06, -0.18], [-0.23, -1.06, 1.22], [2.09, 2.48, -1.38], [-0.14, 0.28, -0.49], [-0.06, -0.10, 0.08], [-0.17, -0.07, -0.06], [-0.07, -0.06, -0.02], [0.12, -0.13, 0.07], [-0.10, 0.09, 0.02], [0.18, -0.07, -0.19], [-0.10, 0.42, 0.09], [-0.07, 0.17, 0.01], [0.09, -0.01, -0.21], [0.55, 0.35, 0.03], [0.76, -0.17, -0.36], [-0.16, -0.13, 0.37], [0.51, -1.01, 0.14], [0.00, -0.01, -0.25], [-1.87, 0.77, -0.79], [1.27, -0.69, 0.84], [-0.46, -1.29, 0.57], [-0.03, 1.49, -0.77], [-0.60, -1.10, 0.32], [1.31, 1.00, 0.28], [-0.09, -0.15, -0.33], [0.26, -0.10, 0.52], [0.75, 0.59, -1.03], [-0.08, -0.92, 1.52], [0.78, 1.24, -0.74], [-1.43, -0.88, 0.28]]
}

---

How do the records compare in DFT total energy? In the order shown, they have -67439.2839; -51536.0285 eV.